No. 1
{"formula": "C3H8NOP", "method": "wB97M-V/def2-TZVPD", "symbols": ["C", "C", "C", "N", "O", "P", "H", "H", "H", "H", "H", "H", "H", "H"], "positions_angstrom": [[-1.07564, -1.67118, 0.58098], [-0.80337, 0.11135, -1.06118], [1.44194, 1.25121, 1.00729], [-0.71019, -0.54049, 0.18644], [0.00001, -0.16144, 2.70954], [-0.28751, 0.71329, 1.60844], [-1.63453, -2.36227, -0.05984], [-0.77741, -1.86304, 1.57447], [-1.62455, -0.08000, -1.66612], [-0.95948, 1.21811, -0.86591], [0.14390, 0.05227, -1.46012], [1.96369, 2.11389, 1.39381], [1.93469, 0.24038, 0.97759], [1.16530, 1.72766, 0.01527]], "forces_ev_per_angstrom": [[-0.47, -0.54, -1.45], [-0.96, 2.75, 1.30], [-1.74, -0.69, -2.22], [0.50, 0.92, 0.81], [0.45, -3.02, 3.41], [-0.07, 3.91, -1.77], [0.21, 0.13, 0.24], [0.02, -0.66, 1.28], [-1.26, -1.30, -1.32], [0.31, -1.06, 0.16], [1.88, -0.34, -1.66], [0.12, -0.34, 1.23], [0.32, 1.42, -0.27], [0.70, -1.17, 0.25]], "total_energy_ev": -16065.29849, "homo_energy_ha": -0.275, "fmax_ev_per_a": 4.6, "e_above_lowest_ev": 1.755, "lumo_energy_ev": 0.2}

No. 2
{"formula": "C3H8NOS", "method": "wB97M-V/def2-TZVPD", "symbols": ["N", "C", "C", "O", "C", "S", "H", "H", "H", "H", "H", "H", "H", "H"], "positions_angstrom": [[-0.17552, 0.18077, 1.85779], [-0.32795, -0.51767, 0.52802], [-1.90168, -0.57000, 0.25563], [-2.32103, 0.59386, -0.24070], [0.28182, 0.34336, -0.56192], [2.09290, 0.00082, -0.84129], [0.70881, 0.66438, 1.91476], [-0.95240, 0.83266, 1.83175], [0.18660, -1.47097, 0.66885], [-2.10453, -1.45536, -0.42703], [-2.31767, -0.94678, 1.21454], [-0.21379, 0.22672, -1.52347], [0.18335, 1.39201, -0.31370], [2.05775, -0.64693, -2.00870]], "forces_ev_per_angstrom": [[-0.55, -0.94, -0.54], [-0.50, 0.69, 1.20], [1.04, -0.79, -0.68], [-0.41, 0.28, 0.44], [0.52, -0.55, -0.79], [0.03, 0.34, 0.30], [0.02, 0.30, -0.05], [0.20, 0.52, 0.21], [-0.18, -0.20, -0.51], [0.33, 0.14, -0.02], [-0.26, 0.30, 0.36], [-0.08, -0.13, 0.06], [0.08, 0.09, 0.06], [-0.25, -0.05, -0.03]], "total_energy_ev": -17613.06061, "homo_energy_ha": -0.099, "fmax_ev_per_a": 1.5, "e_above_lowest_ev": 1.946, "charge": -1, "lumo_energy_ev": 3.2}

No. 3
{"formula": "C3H8NOS", "method": "wB97M-V/def2-TZVPD", "symbols": ["O", "C", "N", "C", "C", "S", "H", "H", "H", "H", "H", "H", "H", "H"], "positions_angstrom": [[2.27190, 0.93701, -1.63708], [2.47900, -0.01388, -0.76530], [1.50816, -0.04439, 0.44232], [0.12935, 0.02865, -0.05166], [-0.81513, -0.34299, 1.07274], [-2.58019, -0.34990, 0.54663], [2.37296, -1.05002, -1.15061], [3.46735, 0.01201, -0.23809], [1.69745, 0.82937, 0.92884], [-0.07696, 1.04656, -0.39431], [0.03975, -0.68117, -0.87283], [-0.65611, -1.34631, 1.45679], [-0.73226, 0.36426, 1.89869], [-2.54580, 0.80741, -0.12709]], "forces_ev_per_angstrom": [[-0.07, 0.32, -0.17], [-0.12, 0.05, 0.59], [0.03, -0.10, -0.30], [0.83, -0.04, 0.63], [-0.66, 0.33, -0.06], [0.06, -0.03, 0.02], [-0.05, -0.36, -0.18], [0.11, -0.02, 0.01], [-0.03, 0.02, -0.01], [-0.33, -0.12, -0.37], [-0.13, 0.10, -0.17], [0.23, -0.08, -0.03], [0.11, -0.09, 0.04], [0.02, 0.01, 0.00]], "total_energy_ev": -17613.23308, "homo_energy_ha": -0.097, "fmax_ev_per_a": 1.0, "e_above_lowest_ev": 1.773, "charge": -1, "lumo_energy_ev": 3.2}

No. 4
{"formula": "C3H8NOS", "method": "wB97M-V/def2-TZVPD", "symbols": ["S", "C", "N", "C", "C", "O", "H", "H", "H", "H", "H", "H", "H", "H"], "positions_angstrom": [[1.64495, -1.52917, -0.43260], [-0.05728, -1.18710, 0.17597], [-0.70659, -0.27296, -0.92100], [-0.48809, 1.11362, -0.48251], [0.27610, 0.89866, 0.88183], [0.05910, -0.39490, 1.27370], [2.03464, -1.48190, 0.89856], [-0.76755, -1.91357, 0.43770], [-1.57864, -0.57327, -1.26362], [-0.18704, -0.53221, -1.89960], [-1.42464, 1.63177, -0.17176], [0.09194, 1.73874, -1.19392], [1.31172, 1.10740, 0.98588], [-0.20860, 1.39491, 1.71137]], "forces_ev_per_angstrom": [[-0.28, -0.57, 1.20], [1.14, 1.26, -0.45], [3.36, -1.55, -3.48], [0.48, 1.60, 1.63], [-0.73, 1.67, 0.77], [-1.36, -1.95, -0.06], [0.08, -0.19, -1.21], [-0.47, -1.77, -0.20], [-2.35, -0.02, 0.62], [-0.69, 1.23, 2.87], [0.44, -0.68, -0.87], [-0.54, -0.71, 0.33], [1.06, 0.56, -0.90], [-0.12, 1.11, -0.25]], "total_energy_ev": -17604.94323, "homo_energy_ha": -0.525, "fmax_ev_per_a": 5.1, "e_above_lowest_ev": 1.489, "charge": 1, "lumo_energy_ev": -4.0}

No. 5
{"formula": "C3H8NOS2", "method": "wB97M-V/def2-TZVPD", "symbols": ["C", "C", "C", "N", "O", "S", "S", "H", "H", "H", "H", "H", "H", "H", "H"], "positions_angstrom": [[0.40230, 0.94305, -0.03846], [1.10173, 1.25893, -1.34565], [2.35245, -0.07166, -0.10531], [1.26013, 0.02085, 0.65058], [2.36207, 0.66301, -1.20775], [3.72762, -1.07971, 0.25073], [-2.62832, -1.40222, 0.32614], [0.26487, 1.85504, 0.58684], [-0.64031, 0.35644, -0.18383], [0.50828, 0.72273, -2.03125], [1.09071, 2.32833, -1.48295], [-3.89381, -1.93728, -0.18312], [0.92528, -0.61002, 1.46014], [4.15289, -1.05162, -0.98560], [-3.10574, -0.29344, 0.81901]], "forces_ev_per_angstrom": [[-4.19, 0.19, 1.44], [-2.21, 0.20, 1.25], [0.49, -0.99, 0.65], [1.36, -1.23, -0.08], [1.30, -0.98, 1.18], [-0.95, 0.33, 0.87], [-1.37, -1.86, -1.20], [-0.21, -0.71, -0.37], [2.18, 1.78, 0.16], [-0.03, -0.24, -1.79], [0.65, 0.11, -0.51], [2.08, 1.11, 0.91], [1.20, 1.37, -1.91], [0.39, 0.13, -0.94], [-0.70, 0.78, 0.33]], "total_energy_ev": -28440.80999, "homo_energy_ha": -0.475, "fmax_ev_per_a": 4.4, "e_above_lowest_ev": 0.841, "charge": 1, "lumo_energy_ev": -4.0}

No. 6
{"formula": "C3H8NS", "method": "wB97M-V/def2-TZVPD", "symbols": ["S", "H", "C", "C", "N", "C", "H", "H", "H", "H", "H", "H", "H"], "positions_angstrom": [[-0.40697, -1.51931, 2.20027], [-0.28655, -2.77166, 2.66649], [1.95578, 0.07727, -1.04409], [0.81546, 0.53563, -0.53150], [-0.42144, -0.09627, -0.62437], [-1.52865, 0.71040, -0.14240], [2.01610, -0.69144, -1.80263], [2.88724, 0.51579, -0.70962], [0.84397, 1.42795, 0.10022], [-0.39746, -0.97063, -0.08461], [-2.45455, 0.14109, -0.17766], [-1.39246, 1.02836, 0.90131], [-1.63046, 1.61280, -0.75141]], "forces_ev_per_angstrom": [[-0.06, -0.11, 0.10], [0.00, -0.01, 0.00], [0.24, 0.36, -0.20], [0.05, -0.24, 0.33], [-0.17, 0.16, -0.37], [0.06, 0.21, 0.24], [-0.18, -0.31, 0.29], [0.01, 0.16, -0.21], [0.03, -0.07, 0.05], [0.07, 0.03, -0.02], [0.00, -0.04, -0.10], [0.03, -0.06, -0.01], [-0.08, -0.07, -0.10]], "total_energy_ev": -15566.21463, "homo_energy_ha": -0.104, "fmax_ev_per_a": 0.5, "e_above_lowest_ev": 0.828, "charge": -1, "lumo_energy_ev": 4.2}

No. 7
{"formula": "C3H8NS", "method": "wB97M-V/def2-TZVPD", "symbols": ["C", "S", "H", "H", "H", "C", "C", "N", "H", "H", "H", "H", "H"], "positions_angstrom": [[3.25727, 0.00099, -0.45175], [1.54958, -0.55991, -0.80301], [3.37426, 0.91150, -1.04557], [3.44460, 0.24913, 0.59744], [4.01378, -0.73624, -0.72960], [-1.56894, -0.90950, 0.95361], [-1.60996, -0.02318, -0.04432], [-2.53821, 1.02634, -0.08506], [-2.31207, -0.87637, 1.74359], [-0.81636, -1.68001, 0.90484], [-0.89596, -0.01104, -0.86112], [-3.03200, 1.20201, 0.76881], [-2.86600, 1.40628, -0.94787]], "forces_ev_per_angstrom": [[-0.32, 0.19, -0.26], [0.27, -0.26, 0.13], [0.52, -0.03, 0.11], [-0.20, 0.03, 0.05], [0.03, 0.02, -0.19], [-0.02, 0.11, -0.66], [-0.71, 0.23, 0.06], [0.63, -0.21, 0.45], [0.06, -0.11, 0.09], [0.13, 0.07, 0.33], [0.01, -0.21, 0.13], [-0.40, 0.10, -0.22], [0.00, 0.06, -0.02]], "total_energy_ev": -15565.69393, "homo_energy_ha": -0.075, "fmax_ev_per_a": 0.8, "e_above_lowest_ev": 1.348, "charge": -1, "lumo_energy_ev": 4.0}

No. 8
{"formula": "C3H8NS", "method": "wB97M-V/def2-TZVPD", "symbols": ["C", "S", "H", "H", "H", "C", "C", "N", "H", "H", "H", "H", "H"], "positions_angstrom": [[-2.23513, -0.21670, -2.37859], [-1.13314, -1.31723, -1.44590], [-2.27681, 0.81780, -2.01976], [-3.26807, -0.57780, -2.38149], [-1.94850, -0.16101, -3.42900], [1.48851, -0.25114, 2.37235], [1.32349, 0.76642, 0.30823], [2.02531, 0.65200, 1.35373], [0.62955, 0.21646, 2.85502], [1.14837, -1.19938, 1.94572], [2.24989, -0.44857, 3.11900], [1.64582, 1.44699, -0.47912], [0.35071, 0.27217, 0.17983]], "forces_ev_per_angstrom": [[-0.31, 0.05, -0.25], [0.08, -0.01, 0.16], [0.14, -0.02, 0.17], [-0.05, -0.05, 0.10], [0.13, 0.02, -0.16], [-0.14, 0.06, -0.26], [-0.48, 0.21, 0.39], [0.26, -0.06, -0.13], [-0.02, 0.00, 0.15], [0.01, 0.05, -0.02], [0.09, -0.03, 0.15], [0.11, -0.10, 0.00], [0.17, -0.12, -0.30]], "total_energy_ev": -15565.77241, "homo_energy_ha": -0.084, "fmax_ev_per_a": 0.7, "e_above_lowest_ev": 1.270, "charge": -1, "lumo_energy_ev": 4.0}